# C34H46N4O11SSiV

A molecular structure, C34H46N4O11SSiV (ωB97M-V with the def2-TZVPD basis set, the Open Molecules 2025 dataset).

Geometry as XYZ:
```
98
Properties=species:S:1:pos:R:3:lowdin_charge:R:1
V -1.15 1.33 1.13 1.122
O -2.24 2.91 1.22 -0.152
C -1.87 4.11 0.84 -0.314
C -2.80 5.16 0.82 -0.016
C -2.44 6.43 0.43 -0.118
C -1.13 6.71 0.05 -0.128
C -0.20 5.68 0.05 -0.056
C -0.54 4.39 0.44 -0.100
C 0.48 3.29 0.40 -0.328
N -0.04 2.11 -0.20 -0.121
C 0.93 1.22 -0.83 -0.197
C 1.27 0.12 0.15 -0.197
N -0.01 -0.39 0.70 -0.035
C 0.11 -1.56 1.26 -0.072
C -0.83 -2.44 1.85 -0.125
C -0.27 -3.39 2.74 -0.076
C -1.04 -4.29 3.42 -0.136
C -2.43 -4.30 3.18 -0.115
C -3.00 -3.47 2.27 -0.028
C -2.23 -2.51 1.50 -0.390
O -2.74 -1.88 0.55 -0.027
H -3.82 4.93 1.12 0.110
H -3.18 7.22 0.43 0.090
H -0.84 7.71 -0.25 0.082
H 0.82 5.88 -0.25 0.104
H 1.39 3.66 -0.11 0.145
H 1.82 1.77 -1.13 0.118
H 0.49 0.77 -1.73 0.096
H 1.88 0.53 0.97 0.125
H 1.84 -0.69 -0.31 0.091
H 1.14 -1.96 1.26 0.062
H 0.81 -3.37 2.88 0.089
H -0.59 -4.99 4.12 0.084
H -3.06 -5.00 3.72 0.087
H -4.07 -3.50 2.06 0.101
C -2.25 1.01 -2.63 0.011
C -3.13 0.74 -1.47 -0.309
N -2.76 0.75 -0.21 0.094
C -3.86 0.43 0.54 -0.137
C -4.93 0.23 -0.28 -0.078
N -4.44 0.43 -1.55 0.191
C -6.33 -0.15 -0.05 -0.500
O -6.69 -0.34 1.20 0.115
O -7.09 -0.26 -0.99 0.058
C -3.67 0.29 2.01 -0.534
O -4.64 -0.03 2.72 0.058
O -2.50 0.54 2.41 -0.050
H -1.53 1.78 -2.36 0.069
H -2.83 1.33 -3.49 0.077
H -1.70 0.10 -2.90 0.088
H -5.00 0.32 -2.38 0.164
H -5.90 -0.22 1.85 0.070
C 2.04 -7.58 -0.23 -0.033
C 2.56 -6.84 1.00 -0.657
C 1.48 -5.90 1.54 -0.064
C 2.97 -7.84 2.08 -0.042
O 3.74 -6.14 0.65 -0.176
Si 3.94 -4.60 0.02 -0.224
S 3.69 -3.06 1.32 0.216
O 2.92 -4.63 -1.29 -0.168
C 2.81 -3.79 -2.43 -0.662
C 3.80 -2.62 -2.40 -0.053
C 3.07 -4.65 -3.66 -0.037
C 1.37 -3.26 -2.44 -0.024
O 5.45 -4.73 -0.69 -0.174
C 6.67 -5.23 -0.18 -0.670
C 7.78 -4.45 -0.87 -0.044
C 6.78 -5.06 1.34 -0.059
C 6.76 -6.72 -0.54 -0.036
H 1.16 -8.17 0.01 0.079
H 2.82 -8.25 -0.61 0.081
H 1.80 -6.86 -1.02 0.072
H 0.60 -6.47 1.85 0.087
H 1.17 -5.18 0.78 0.080
H 1.86 -5.34 2.39 0.064
H 2.11 -8.45 2.39 0.077
H 3.35 -7.30 2.95 0.085
H 3.75 -8.49 1.70 0.076
H 4.82 -3.00 -2.45 0.074
H 3.70 -2.05 -1.48 0.046
H 3.62 -1.97 -3.26 0.081
H 4.08 -5.06 -3.60 0.081
H 2.97 -4.07 -4.58 0.077
H 2.36 -5.49 -3.68 0.079
H 1.17 -2.69 -1.53 0.074
H 0.67 -4.10 -2.47 0.085
H 1.19 -2.62 -3.31 0.079
H 7.70 -3.39 -0.61 0.085
H 7.68 -4.55 -1.95 0.078
H 8.77 -4.81 -0.57 0.074
H 6.65 -4.01 1.61 0.064
H 7.76 -5.41 1.68 0.079
H 6.00 -5.63 1.85 0.074
H 6.70 -6.84 -1.62 0.081
H 5.94 -7.25 -0.08 0.072
H 7.71 -7.14 -0.19 0.076
O 0.11 1.97 2.25 -0.228
O 0.98 2.96 1.73 -0.089
```

Spin multiplicity   2
E   -4001.90943 a.u.
Energy above the lowest of the compared OMol25 structures with the same formula, charge and spin   72.13 kJ/mol
Gap between HOMO and LUMO (alpha / beta)   5.96 / 6.31 eV
Net charge   -2

=====

# C30H36N9OS3Tc

A molecular structure, C30H36N9OS3Tc at a distorted geometry (ωB97M-V with the def2-TZVPD basis set, the Open Molecules 2025 dataset).

Geometry as XYZ:
```
80
Properties=species:S:1:pos:R:3:lowdin_charge:R:1
Tc -0.09 -0.04 -0.17 1.232
O 0.11 -0.45 1.80 -0.390
N 0.33 0.16 2.97 -0.157
C -0.52 -0.12 3.98 0.024
C -0.31 0.38 5.23 0.007
C 0.82 1.17 5.46 -0.004
C 1.69 1.42 4.42 -0.043
C 1.43 0.93 3.13 -0.576
S 2.44 1.34 1.79 0.823
H -1.34 -0.76 3.70 0.150
H -1.00 0.14 6.02 0.133
H 1.02 1.56 6.44 0.135
H 2.58 2.02 4.56 0.123
N -3.89 1.57 0.18 0.211
C -4.39 0.27 0.16 -0.162
C -5.70 -0.20 0.24 0.016
C -5.85 -1.57 0.19 -0.042
C -4.75 -2.43 0.05 -0.045
C -3.46 -1.95 -0.02 -0.030
C -3.28 -0.56 0.03 -0.193
N -2.13 0.24 -0.02 0.026
C -2.56 1.49 0.07 -0.240
C -1.59 2.57 0.06 -0.292
C -1.74 3.92 0.10 -0.286
S -0.21 4.67 0.05 1.144
C 0.54 3.16 -0.03 -0.499
N -0.28 2.13 -0.02 -0.112
H -4.43 2.42 0.26 0.185
H -6.54 0.47 0.34 0.127
H -6.85 -1.99 0.24 0.122
H -4.92 -3.49 0.01 0.117
H -2.63 -2.62 -0.15 0.072
H -2.64 4.50 0.17 0.095
H 1.61 3.06 -0.06 0.036
S 2.66 -0.83 0.42 0.763
C 4.29 -0.39 0.01 -0.652
N 5.28 -1.12 0.59 0.085
C 6.59 -0.90 0.41 0.008
C 7.01 0.13 -0.39 0.018
C 6.03 0.91 -1.01 0.023
C 4.69 0.65 -0.81 -0.049
H 4.99 -1.88 1.21 0.166
H 7.27 -1.57 0.93 0.156
H 8.06 0.31 -0.54 0.138
H 6.33 1.73 -1.65 0.138
H 3.93 1.24 -1.30 0.109
C -1.98 -1.17 -3.15 0.019
C -0.87 -0.20 -3.25 -0.359
N -0.12 0.29 -2.26 -0.082
C 0.81 1.14 -2.85 -0.130
C 0.61 1.16 -4.19 -0.043
N -0.45 0.32 -4.42 0.134
H -1.89 -1.75 -2.24 0.048
H -1.97 -1.85 -4.01 0.099
H -2.95 -0.67 -3.14 0.101
H 1.54 1.67 -2.27 0.083
H 1.10 1.69 -4.98 0.130
H -0.86 0.12 -5.32 0.182
C -0.08 -5.89 -2.42 -0.051
C 1.00 -5.43 -1.45 -0.180
N 0.56 -4.34 -0.56 -0.067
C 0.14 -4.74 0.79 -0.181
C -1.33 -5.14 0.92 -0.041
C 0.53 -3.07 -0.95 -0.421
C 1.24 -2.69 -2.22 -0.014
N -0.10 -2.14 -0.26 -0.041
H 0.36 -6.55 -3.17 0.091
H -0.54 -5.05 -2.94 0.069
H -0.87 -6.44 -1.92 0.074
H 1.89 -5.12 -1.99 0.111
H 1.30 -6.25 -0.81 0.126
H 0.39 -3.92 1.47 0.117
H 0.78 -5.57 1.07 0.124
H -1.97 -4.30 1.19 0.056
H -1.44 -5.88 1.71 0.090
H -1.71 -5.57 0.00 0.075
H 0.74 -3.12 -3.08 0.096
H 2.26 -3.07 -2.21 0.091
H 1.27 -1.61 -2.33 0.043
H -0.60 -2.53 0.52 0.040
```

Spin multiplicity   2
E   -3007.35376 a.u.
Gap between HOMO and LUMO (alpha / beta)   4.05 / 4.10 eV
Net charge   +3

=====

# C52H48BrMoN7O3S3

A molecular structure, C52H48BrMoN7O3S3 at a distorted geometry (ωB97M-V with the def2-TZVPD basis set, the Open Molecules 2025 dataset).

Geometry as XYZ:
```
115
Properties=species:S:1:pos:R:3:lowdin_charge:R:1
Mo -1.00 -0.27 0.52 1.686
O -3.05 3.42 0.69 0.142
C -2.56 2.36 0.96 -0.446
N -2.39 1.25 0.15 -0.045
C -3.06 1.14 -1.07 -0.422
O -3.44 2.01 -1.79 0.163
C -3.34 -0.32 -1.33 -0.172
C -4.31 -0.72 -2.22 0.044
C -4.62 -2.07 -2.31 0.001
C -3.92 -2.96 -1.51 -0.032
C -2.93 -2.49 -0.67 -0.170
N -2.64 -1.19 -0.57 -0.045
C -2.10 2.02 2.35 -0.182
C -2.50 2.77 3.44 0.033
C -2.18 2.32 4.71 -0.010
C -1.41 1.17 4.83 -0.024
C -1.01 0.50 3.69 -0.153
N -1.40 0.89 2.46 -0.052
H -4.81 0.04 -2.80 0.139
H -5.39 -2.41 -2.98 0.130
H -4.14 -4.02 -1.54 0.125
H -2.34 -3.17 -0.08 0.111
H -3.07 3.67 3.25 0.134
H -2.52 2.86 5.58 0.126
H -1.11 0.79 5.80 0.125
H -0.36 -0.35 3.75 0.114
C 2.78 -1.18 -6.72 -0.054
C 2.83 0.16 -6.00 -0.550
C 4.26 0.38 -5.48 -0.031
C 2.47 1.28 -6.99 -0.034
C 1.88 0.20 -4.80 -0.161
C 1.12 -0.88 -4.40 -0.104
C 0.40 -0.82 -3.22 -0.552
Br -0.55 -2.41 -2.79 0.921
C 0.36 0.30 -2.38 -0.290
O -0.28 0.22 -1.17 -0.382
C 1.01 1.46 -2.85 -0.065
C 1.77 1.34 -4.02 0.025
C 1.00 2.85 -2.19 -0.509
C 0.88 3.97 -3.25 -0.037
C -0.19 3.03 -1.26 -0.059
C 2.32 3.05 -1.43 -0.035
H 3.49 -1.17 -7.55 0.093
H 1.79 -1.38 -7.13 0.094
H 3.06 -2.01 -6.05 0.082
H 4.97 0.33 -6.30 0.095
H 4.53 -0.38 -4.74 0.061
H 4.37 1.36 -5.01 0.084
H 3.13 1.22 -7.86 0.093
H 2.58 2.27 -6.55 0.080
H 1.44 1.17 -7.34 0.096
H 1.09 -1.80 -4.98 0.098
H 2.31 2.22 -4.34 0.107
H 0.06 3.77 -3.94 0.105
H 1.79 4.11 -3.83 0.081
H 0.68 4.92 -2.75 0.090
H -1.13 2.81 -1.77 0.091
H -0.26 4.07 -0.92 0.096
H -0.13 2.37 -0.39 0.023
H 3.17 3.01 -2.12 0.093
H 2.48 2.26 -0.69 0.055
H 2.35 4.04 -0.95 0.081
S -5.62 -0.84 3.96 1.060
C -6.65 -1.15 5.28 -0.383
C -6.22 -2.22 6.01 -0.154
C -5.03 -2.78 5.50 -0.103
C -4.57 -2.15 4.37 -0.486
C -3.36 -2.45 3.60 -0.167
C -2.93 -1.58 2.59 -0.083
N -1.79 -1.71 1.93 -0.056
C -1.05 -2.82 2.16 -0.165
C -1.41 -3.79 3.10 -0.113
C -0.59 -4.97 3.23 0.010
C 0.49 -5.14 2.44 0.017
C 0.87 -4.16 1.46 -0.109
C 1.94 -4.32 0.56 0.089
C 2.22 -3.34 -0.37 -0.166
C 1.43 -2.17 -0.33 -0.154
N 0.41 -2.00 0.48 -0.057
C 0.12 -3.00 1.36 -0.166
C 3.28 -3.49 -1.37 -0.470
C 4.01 -4.62 -1.64 -0.100
C 4.94 -4.44 -2.69 -0.152
C 4.90 -3.18 -3.20 -0.378
S 3.74 -2.21 -2.42 1.080
C -2.58 -3.57 3.84 0.091
H -7.53 -0.54 5.44 0.080
H -6.74 -2.58 6.89 0.117
H -4.53 -3.63 5.95 0.116
H -3.54 -0.73 2.32 0.100
H -0.87 -5.72 3.95 0.129
H 1.09 -6.04 2.52 0.131
H 2.54 -5.21 0.62 0.134
H 1.67 -1.33 -0.98 0.079
H 3.89 -5.56 -1.12 0.116
H 5.60 -5.21 -3.05 0.116
H 5.50 -2.77 -4.00 0.077
H -2.87 -4.29 4.59 0.135
C 1.12 5.63 1.87 0.023
C 1.38 4.36 2.61 -0.226
C 1.63 4.26 3.95 0.053
C 1.85 2.99 4.50 -0.268
N 1.74 1.88 3.77 0.131
C 1.48 1.97 2.47 -0.712
S 1.40 0.57 1.45 0.720
N 1.34 3.20 1.91 0.146
C 2.20 2.84 5.94 -0.004
H 1.42 6.48 2.46 0.099
H 0.05 5.71 1.65 0.107
H 1.66 5.64 0.92 0.091
H 1.69 5.15 4.56 0.140
H 1.20 3.23 0.91 0.096
H 3.07 3.45 6.19 0.101
H 2.42 1.80 6.17 0.089
H 1.38 3.19 6.57 0.097
```

Spin multiplicity   3
E   -6455.86487 a.u.
Energy above the lowest of the compared OMol25 structures with the same formula, charge and spin   30.74 kJ/mol
Gap between HOMO and LUMO (alpha / beta)   6.67 / 6.14 eV
Net charge   +2

=====

# C56H84O42

14 unconnected molecules or ions with the total composition C56H84O42 at a distorted geometry (ωB97M-V with the def2-TZVPD basis set, the Open Molecules 2025 dataset).

Geometry as XYZ:
```
182
Properties=species:S:1:pos:R:3:lowdin_charge:R:1
C -0.68 14.10 -13.74 0.004
C -1.02 14.52 -15.18 -0.259
C -1.27 13.41 -16.19 -0.149
O -2.35 13.74 -16.98 0.083
C -3.10 14.56 -16.17 -0.512
O -4.31 14.83 -16.30 0.106
O -2.38 15.03 -15.16 0.069
H -0.81 14.98 -13.11 0.084
H 0.36 13.77 -13.70 0.084
H -1.37 13.38 -13.30 0.094
H -0.49 15.37 -15.61 0.119
H -1.28 12.40 -15.80 0.141
H -0.38 13.40 -16.83 0.120
C 4.79 10.56 -16.98 0.001
C 3.77 10.39 -15.79 -0.303
C 2.38 9.98 -16.18 -0.079
O 2.15 9.03 -15.14 0.111
C 3.16 8.80 -14.38 -0.601
O 3.21 7.98 -13.46 0.120
O 4.21 9.44 -14.85 0.114
H 4.96 9.54 -17.32 0.090
H 5.76 10.99 -16.73 0.082
H 4.40 11.12 -17.83 0.057
H 3.76 11.38 -15.34 0.146
H 2.35 9.62 -17.20 0.120
H 1.70 10.83 -16.24 0.123
C -3.18 7.57 -17.70 -0.024
C -2.22 8.26 -18.70 -0.263
C -2.92 9.56 -19.20 -0.068
O -1.81 10.47 -19.22 0.047
C -0.80 9.97 -18.44 -0.473
O 0.33 10.48 -18.29 0.092
O -1.19 8.81 -17.90 0.085
H -4.03 7.09 -18.18 0.086
H -3.51 8.09 -16.80 0.094
H -2.62 6.71 -17.32 0.080
H -1.81 7.65 -19.51 0.151
H -3.74 9.86 -18.55 0.132
H -3.37 9.52 -20.20 0.121
C 5.29 15.62 -24.48 0.012
C 4.90 17.00 -23.87 -0.272
C 4.33 16.91 -22.44 -0.071
O 5.11 17.92 -21.78 0.072
C 6.03 18.45 -22.59 -0.515
O 6.77 19.43 -22.26 0.066
O 6.08 17.80 -23.75 0.090
H 6.03 15.73 -25.28 0.096
H 4.38 15.04 -24.62 0.077
H 5.75 15.20 -23.58 0.071
H 4.32 17.65 -24.52 0.134
H 4.39 15.89 -22.06 0.115
H 3.26 17.15 -22.44 0.119
C 2.39 17.00 -12.95 0.013
C 1.68 16.82 -14.35 -0.289
C 2.17 17.77 -15.44 -0.075
O 2.27 16.96 -16.59 0.059
C 2.13 15.68 -16.22 -0.575
O 2.18 14.77 -17.02 0.140
O 2.08 15.56 -14.89 0.088
H 2.03 16.25 -12.24 0.082
H 2.02 17.99 -12.68 0.093
H 3.47 16.88 -13.08 0.090
H 0.60 16.87 -14.19 0.138
H 3.15 18.14 -15.14 0.137
H 1.63 18.70 -15.61 0.136
C 0.19 12.08 -21.31 -0.002
C 0.63 13.03 -20.22 -0.271
C 2.09 12.89 -19.78 -0.079
O 2.58 14.19 -19.92 0.070
C 1.70 15.04 -20.36 -0.552
O 1.82 16.24 -20.63 0.089
O 0.57 14.39 -20.67 0.075
H -0.65 12.54 -21.82 0.066
H -0.06 11.06 -21.05 0.072
H 0.92 11.94 -22.11 0.070
H -0.06 12.94 -19.38 0.141
H 2.51 12.23 -20.54 0.116
H 2.20 12.48 -18.78 0.131
C -0.26 15.53 -23.34 0.000
C -0.09 16.22 -24.73 -0.265
C -0.77 17.54 -24.73 -0.135
O 0.15 18.45 -25.31 0.063
C 1.39 17.77 -25.40 -0.521
O 2.43 18.22 -25.84 0.130
O 1.33 16.60 -24.82 0.088
H -1.25 15.09 -23.18 0.094
H -0.06 16.28 -22.59 0.067
H 0.47 14.77 -23.08 0.067
H -0.36 15.58 -25.56 0.143
H -0.85 17.86 -23.69 0.133
H -1.73 17.45 -25.23 0.147
C 5.77 12.06 -25.87 0.010
C 4.48 11.69 -25.12 -0.325
C 4.37 12.31 -23.79 -0.103
O 3.03 12.76 -23.80 0.069
C 2.52 12.77 -25.02 -0.513
O 1.35 13.03 -25.31 0.115
O 3.42 12.25 -25.89 0.089
H 5.74 11.59 -26.86 0.094
H 6.58 11.59 -25.30 0.081
H 5.89 13.14 -25.91 0.081
H 4.32 10.61 -25.17 0.148
H 5.08 13.08 -23.50 0.125
H 4.44 11.47 -23.09 0.119
C 7.77 10.71 -19.61 0.007
C 6.78 11.14 -20.71 -0.300
C 6.67 10.16 -21.77 -0.053
O 5.32 9.60 -21.60 0.073
C 4.65 10.23 -20.69 -0.663
O 3.61 9.92 -20.21 0.151
O 5.41 11.22 -20.22 0.070
H 7.69 11.37 -18.75 0.069
H 8.81 10.58 -19.91 0.101
H 7.43 9.76 -19.20 0.094
H 7.05 12.09 -21.17 0.155
H 7.32 9.29 -21.70 0.147
H 6.60 10.57 -22.78 0.122
C -2.22 11.56 -24.92 0.002
C -2.16 12.47 -26.16 -0.291
C -0.98 12.24 -27.14 -0.096
O -1.58 11.97 -28.37 0.123
C -2.84 11.85 -28.21 -0.523
O -3.68 11.52 -29.13 0.054
O -3.30 12.22 -26.98 0.088
H -3.17 11.50 -24.39 0.070
H -1.44 11.91 -24.26 0.080
H -1.81 10.62 -25.29 0.080
H -2.12 13.50 -25.80 0.136
H -0.43 11.36 -26.82 0.129
H -0.31 13.11 -27.09 0.117
C 2.10 9.14 -23.89 -0.010
C 1.02 8.16 -23.42 -0.296
C 0.86 8.30 -21.93 -0.078
O -0.52 8.56 -21.74 0.075
C -1.15 8.76 -22.83 -0.511
O -2.37 8.99 -22.87 0.106
O -0.22 8.69 -23.87 0.067
H 3.08 8.75 -23.62 0.096
H 1.86 10.10 -23.45 0.077
H 2.07 9.39 -24.95 0.092
H 1.20 7.14 -23.75 0.159
H 1.42 9.17 -21.60 0.110
H 1.17 7.45 -21.31 0.151
C -1.36 16.97 -19.25 -0.004
C -0.52 17.35 -18.08 -0.323
C 0.06 18.76 -18.06 -0.131
O -0.28 19.24 -16.82 0.037
C -1.16 18.38 -16.16 -0.476
O -1.61 18.51 -15.05 0.159
O -1.22 17.19 -16.83 0.076
H -1.50 15.90 -19.10 0.092
H -0.80 17.18 -20.16 0.086
H -2.29 17.53 -19.27 0.102
H 0.34 16.69 -18.16 0.124
H -0.29 19.44 -18.84 0.143
H 1.14 18.67 -18.12 0.130
C 4.89 16.51 -18.42 0.004
C 5.51 15.21 -17.99 -0.318
C 5.53 14.14 -19.06 -0.107
O 6.81 13.54 -18.87 0.001
C 7.57 14.30 -17.97 -0.440
O 8.77 13.99 -17.82 0.105
O 6.86 15.37 -17.53 0.113
H 4.92 17.16 -17.54 0.084
H 3.83 16.48 -18.68 0.079
H 5.52 17.06 -19.11 0.096
H 4.97 14.75 -17.17 0.148
H 5.51 14.64 -20.02 0.130
H 4.74 13.40 -18.95 0.112
C -5.70 10.36 -22.87 -0.009
C -5.69 11.78 -22.36 -0.315
C -5.85 11.92 -20.90 -0.138
O -4.72 12.48 -20.34 0.108
C -3.87 12.70 -21.33 -0.563
O -2.75 13.17 -21.12 0.117
O -4.42 12.43 -22.47 0.116
H -4.89 9.79 -22.40 0.071
H -5.46 10.45 -23.93 0.092
H -6.59 9.75 -22.68 0.097
H -6.49 12.33 -22.87 0.157
H -6.14 10.94 -20.51 0.143
H -6.59 12.72 -20.87 0.145
```

Spin multiplicity   1
E   -5344.40930 a.u.
Energy above the lowest of the compared OMol25 structures with the same formula, charge and spin   640.47 kJ/mol
Gap between HOMO and LUMO   10.01 eV

=====

# C6H9NS

C6H9NS in the gas phase at a distorted geometry (ωB97M-V with the def2-TZVPD basis set, the Open Molecules 2025 dataset).

Geometry as XYZ:
```
17
Properties=species:S:1:pos:R:3:lowdin_charge:R:1
C 1.96 0.54 -0.39 -0.111
C 1.51 -0.58 -0.90 -0.143
C 1.35 1.46 0.63 -0.173
C -1.99 -0.78 1.60 -0.217
C -1.56 0.26 -1.22 -0.228
C 0.35 -1.25 -0.28 -0.279
N 0.13 1.30 0.99 -0.143
S -0.86 0.01 0.43 0.903
H 2.84 1.03 -0.78 0.092
H 1.98 -1.16 -1.78 0.144
H 2.01 2.26 1.02 0.115
H -1.84 -0.87 2.61 -0.050
H -2.90 -0.27 1.35 -0.036
H -0.87 0.77 -1.82 -0.026
H -2.43 0.84 -1.08 -0.047
H -0.31 -1.75 -1.02 0.096
H 0.62 -1.80 0.64 0.106
```

Spin multiplicity   1
E   -686.68627 a.u.
Energy above the lowest of the compared OMol25 structures with the same formula, charge and spin   726.08 kJ/mol
Gap between HOMO and LUMO (alpha / beta)   6.98 / 6.98 eV
SMILES   C=S1(=C)CC=CC=N1